# 1
Below is C4H8N4 in the gas phase, with properties calculated with ωB97M-V/def2-TZVPD.

structure (SMILES): [H]/N=C(N)/N=C/N1CC1
ΔE to the lowest compared entry with this formula, charge and spin: 69.0 kcal/mol
HOMO energy: -0.34138 hartree
spin multiplicity: 1

XYZ file:
```
16
Properties=species:S:1:pos:R:3:forces:R:3:mulliken_charge:R:1
H 3.0690 1.7176 0.0397 -1.57 -1.03 0.22 0.238
N 2.0770 1.3396 0.0350 2.11 2.18 -0.39 -0.605
C 1.9462 0.1225 -0.1807 2.22 -4.08 0.91 0.473
N 2.9573 -0.9972 -0.1181 1.78 5.67 1.08 -0.575
N 0.7129 -0.5398 -0.3327 -1.26 0.78 -0.36 -0.439
C -0.2043 0.3190 -0.5482 -0.23 1.67 -0.20 -0.015
N -1.5425 0.0873 -0.7321 -0.04 -2.13 -0.46 -0.245
C -2.4486 0.5500 0.2458 -3.82 1.99 -0.91 -0.470
C -2.3056 -0.9047 0.1184 -1.86 0.28 -3.05 -0.305
H 2.4144 -1.7630 0.0773 -1.18 -2.43 0.72 0.307
H 3.6523 -0.7504 0.6843 -1.63 -0.91 -2.04 0.258
H 0.0600 1.4247 -0.6139 -0.36 -1.33 -0.01 0.390
H -1.9190 1.0622 0.9497 0.97 0.99 2.68 0.320
H -3.4741 1.1634 0.0517 2.48 -1.71 -0.30 0.177
H -3.1294 -1.3688 -0.5844 1.81 0.55 1.95 0.198
H -1.8657 -1.4624 0.9082 0.57 -0.49 0.16 0.295
```
Forces are in eV/Å.

# 2
Below is a molecular structure, C4H8N4, with properties calculated with ωB97M-V/def2-TZVPD.

ΔE to the lowest compared entry with this formula, charge and spin: 108.7 kcal/mol
HOMO energy: -0.29257 hartree
spin multiplicity: 1

XYZ file:
```
16
Properties=species:S:1:pos:R:3:forces:R:3:mulliken_charge:R:1
C -0.8478 0.0239 0.2033 1.04 0.53 -0.02 0.600
C 0.2042 0.5700 1.1365 -0.17 0.24 0.05 -0.462
C 0.5616 1.3966 -0.0263 -0.89 -0.26 0.36 -0.705
N -2.1258 0.5225 0.3907 -0.05 0.28 -0.16 -0.486
C -0.6473 -1.0921 -0.6491 1.11 -0.03 -0.44 -0.308
N 1.5183 -0.7263 -1.2075 0.70 1.06 -0.30 0.326
N 0.4880 -1.5184 -1.1427 -1.12 -0.95 0.23 -0.612
N 2.6955 -1.0323 -0.9545 -0.38 -0.22 0.23 -0.586
H -2.4780 0.5409 1.3372 0.05 0.01 -0.12 0.203
H -2.8164 0.3358 -0.3199 0.08 -0.01 0.14 0.218
H 2.7516 -1.9687 -0.5158 -0.16 -0.06 -0.06 0.239
H -1.5304 -1.6373 -0.9717 0.04 -0.10 0.12 0.390
H -0.2304 1.0752 2.0011 0.02 -0.13 -0.02 0.374
H 0.9653 -0.1471 1.4279 -0.02 0.02 -0.02 0.204
H 1.5633 1.4268 -0.4155 -0.10 -0.38 -0.24 0.304
H -0.0714 2.2304 -0.2935 -0.14 -0.01 0.23 0.301
```
Forces are in eV/Å.

# 3
Below is C4H8N4 in the gas phase, with properties calculated with ωB97M-V/def2-TZVPD.

ΔE to the lowest compared entry with this formula, charge and spin: 97.1 kcal/mol
HOMO energy: -0.29568 hartree
spin multiplicity: 1

XYZ file:
```
16
Properties=species:S:1:pos:R:3:forces:R:3:mulliken_charge:R:1
C 1.1369 0.7167 -0.9588 -0.75 -1.50 0.08 0.026
C -0.0039 -0.4793 -0.3844 -0.21 2.24 -1.06 0.809
C -0.9683 0.0004 0.6631 0.19 0.20 0.31 0.560
N 1.6335 -0.2129 0.0769 0.42 -0.51 0.50 -0.425
N -1.5208 -1.0494 1.3798 0.04 -0.10 0.00 -0.526
C -1.2093 1.2944 0.9042 -0.05 -0.19 -0.34 -1.112
N 1.9309 1.1902 -1.8080 -0.24 0.16 0.33 -0.714
N -0.3125 -1.4834 -1.1098 0.49 -0.69 0.45 -0.831
H 2.2491 -0.9919 -0.1622 0.30 0.44 -0.05 0.315
H 1.8281 0.2306 0.9699 -0.15 -0.20 0.11 0.316
H -1.4945 -1.9338 0.8900 -0.04 0.12 -0.07 0.286
H -2.4027 -0.8540 1.8289 0.09 -0.03 -0.06 0.235
H 1.4264 1.7403 -2.5008 -0.05 -0.08 -0.11 0.272
H 0.4373 -1.8298 -1.7016 -0.23 0.21 -0.21 0.209
H -1.9364 1.6018 1.6426 0.02 -0.05 0.11 0.283
H -0.7940 2.0603 0.2701 0.19 -0.01 0.01 0.298
```
Forces are in eV/Å.

# 4
Below is 2 unconnected molecules or ions with the total composition C4H8N4O, with properties calculated with ωB97M-V/def2-TZVPD.

structure (SMILES): [H]/N=C(/N)C(N)=O.C#CN
ΔE to the lowest compared entry with this formula, charge and spin: 72.5 kcal/mol
HOMO energy: -0.32728 hartree
spin multiplicity: 1

XYZ file:
```
17
Properties=species:S:1:pos:R:3:forces:R:3:mulliken_charge:R:1
H 2.6231 0.3538 0.5185 -0.18 0.04 0.00 0.202
N 2.1648 1.2101 0.2253 -0.16 -0.31 -0.16 -0.841
C 0.8902 1.1564 0.2331 -0.42 -0.43 0.33 0.171
N 0.1480 2.2379 -0.1011 -0.32 -0.23 -0.15 -0.371
C -0.0463 -0.0162 0.7977 1.76 1.80 2.77 0.720
N 0.6670 -1.0829 1.3049 -0.73 0.76 -0.72 -0.371
O -1.1360 0.3189 1.2713 0.33 -0.72 -0.92 -0.685
H 0.6198 3.1115 -0.2608 -0.04 -0.09 0.06 0.266
H -0.8223 2.2159 0.1719 0.10 0.13 -0.05 0.217
H 0.2642 -1.5663 2.0948 0.25 -0.18 -0.38 0.247
H 1.5432 -1.3207 0.8674 -0.25 -0.31 0.35 0.196
C 0.0300 -0.5902 -1.8344 -1.85 -1.22 1.35 -0.470
C -0.8323 -1.0612 -1.0976 0.98 0.53 -3.37 0.230
N -1.9237 -1.6997 -0.6487 -0.02 -0.05 0.93 -0.520
H 0.7190 -0.1199 -2.4779 0.42 0.24 -0.01 0.459
H -2.2324 -1.3383 0.2491 -0.09 -0.05 -0.01 0.288
H -2.6763 -1.8092 -1.3136 0.19 0.09 -0.03 0.262
```
Forces are in eV/Å.

# 5
Below is a gas-phase ion, C4H8N4OS (charge +2), with properties calculated with ωB97M-V/def2-TZVPD.

total charge: +2
ΔE to the lowest compared entry with this formula, charge and spin: 16.6 kcal/mol
HOMO energy (alpha / beta): -0.60154 / -0.60157 hartree
spin multiplicity: 1

XYZ file:
```
18
Properties=species:S:1:pos:R:3:forces:R:3:mulliken_charge:R:1
C -4.0354 -1.1102 0.1948 -1.24 -0.66 -0.04 -0.135
C -1.9379 0.2283 0.3557 -0.21 0.33 0.39 0.064
C 0.4394 0.1369 -0.4104 1.70 -3.18 -0.07 0.377
C 2.5382 1.2072 0.0713 1.22 -0.32 -0.13 -0.468
N -3.0239 -0.4111 0.3127 0.93 0.46 -0.06 0.005
N 1.1283 -1.3550 -0.6712 -0.79 3.00 0.71 -0.033
N -0.8902 -0.1376 -0.4192 -0.31 -0.17 -0.43 -0.154
N 1.1224 1.0532 0.2436 -1.13 -0.26 -0.06 -0.170
O 2.3427 -1.3154 -0.8121 -0.76 -0.51 -1.64 -0.166
S 3.4498 -0.3857 0.5230 0.45 1.14 1.28 0.055
H -4.2116 -1.9717 0.8429 0.20 0.08 0.08 0.298
H -4.8074 -0.8847 -0.5439 0.14 0.18 -0.04 0.300
H -1.8666 1.0802 1.0281 0.03 -0.03 -0.04 0.363
H 2.9102 1.9823 0.7420 -0.12 -0.10 -0.11 0.417
H 2.7925 1.4503 -0.9626 -0.05 -0.06 0.18 0.380
H -1.0643 -0.9458 -1.0228 0.03 0.10 0.14 0.279
H 0.6758 1.6707 0.9190 0.06 -0.02 -0.13 0.284
H 4.4381 -0.2916 -0.3909 -0.16 0.02 -0.01 0.304
```
Forces are in eV/Å.

# 6
Below is C4H8N5OPS in the gas phase, with properties calculated with ωB97M-V/def2-TZVPD.

ΔE to the lowest compared entry with this formula, charge and spin: 1.6 kcal/mol
HOMO energy (alpha / beta): -0.29175 / -0.29170 hartree
spin multiplicity: 1

XYZ file:
```
20
Properties=species:S:1:pos:R:3:forces:R:3:mulliken_charge:R:1
C -2.9926 -0.6828 -0.3487 3.01 -2.96 1.32 -0.577
C -2.2455 0.3976 -0.4799 2.50 0.81 -0.11 -0.474
C -2.2828 -1.8827 0.0576 -0.50 0.28 0.48 0.033
C -0.2844 -0.5518 0.2075 -0.94 -3.70 -0.55 0.704
N -0.8382 0.4584 -0.2845 -3.37 1.21 -0.16 -0.594
N -0.9859 -1.9354 0.3445 -1.21 4.71 -1.00 0.049
N 2.4340 1.2038 -1.3066 1.70 -3.18 0.00 -0.557
N 1.3561 2.0474 0.8913 -1.26 -0.68 -0.08 -0.682
N 0.9982 -0.7188 0.4889 3.94 3.52 -0.77 -0.522
O 3.4618 0.4913 0.9737 1.27 -1.10 0.64 -0.664
P 2.2265 0.7482 0.2783 -2.44 0.49 0.93 0.860
S -0.0491 -3.1305 0.8357 0.72 -2.92 0.70 -0.323
H -4.0105 -0.8215 -0.4441 -1.93 0.37 -0.47 0.442
H -2.6332 1.2916 -0.8212 -0.79 1.79 -0.54 0.473
H -2.8569 -2.7737 0.2705 0.22 -0.25 -0.22 0.363
H 3.4197 1.0485 -1.6341 -1.52 0.19 0.47 0.284
H 2.1377 2.1109 -1.4232 -0.77 2.41 -0.59 0.273
H 0.3605 1.8633 0.6514 0.66 0.61 0.19 0.315
H 1.4268 2.2411 1.8971 0.29 -0.41 -0.64 0.285
H 1.3578 -1.4050 -0.1542 0.41 -1.20 0.41 0.313
```
Forces are in eV/Å.

# 7
Below is a molecular structure, C4H8N8, with properties calculated with ωB97M-V/def2-TZVPD.

total charge: +2
ΔE to the lowest compared entry with this formula, charge and spin: 16.5 kcal/mol
HOMO energy: -0.70965 hartree
spin multiplicity: 1

XYZ file:
```
20
Properties=species:S:1:pos:R:3:forces:R:3:mulliken_charge:R:1
C 1.6866 1.7594 -1.0617 -0.57 -3.50 -0.06 0.033
C -1.5225 -1.3751 -0.6517 -0.18 -0.57 -3.12 0.176
C 1.6904 -0.6441 -1.5373 1.73 -2.43 0.73 -0.755
C -1.0286 0.1933 2.4316 -0.93 1.81 2.16 -0.677
N 0.8273 2.6849 -0.6895 -0.43 1.19 0.80 0.141
N -2.0167 -2.2294 0.2083 -1.06 -1.59 -2.80 -0.323
N -1.8080 -1.7816 1.3649 -0.74 -0.25 3.62 -0.387
N -0.2153 2.4118 -0.2466 -1.16 -0.61 0.23 -0.049
N 1.1060 0.5164 -0.9320 0.03 1.68 -0.09 0.431
N -1.2102 -0.6848 1.3515 2.12 0.67 -2.20 0.741
N -0.9147 -0.4081 0.0016 0.77 0.50 0.98 0.228
N -0.1021 0.5838 -0.3985 -0.06 2.72 0.01 -0.623
H 2.7100 1.9119 -1.2974 0.58 0.06 -0.63 0.456
H -1.6151 -1.3891 -1.7765 0.23 -0.25 1.48 0.458
H 1.2728 -1.5996 -1.1842 -0.30 0.61 0.02 0.331
H 1.7680 -0.6803 -2.6091 -0.73 0.68 -0.62 0.383
H 2.7376 -0.7103 -1.2323 0.03 0.26 0.25 0.367
H -0.2458 0.9660 2.4117 0.51 -1.24 -0.16 0.273
H -1.8913 0.8270 2.4885 -0.96 0.55 -0.50 0.416
H -1.2285 -0.3522 3.3583 1.11 -0.29 -0.08 0.379
```
Forces are in eV/Å.

# 8
Below is 2 unconnected molecules or ions with the total composition C4H8NO, with properties calculated with ωB97M-V/def2-TZVPD.

total charge: -1
ΔE to the lowest compared entry with this formula, charge and spin: 81.1 kcal/mol
HOMO energy (alpha / beta): -0.06753 / -0.06774 hartree
spin multiplicity: 1

XYZ file:
```
14
Properties=species:S:1:pos:R:3:forces:R:3:mulliken_charge:R:1
C -0.0291 1.1258 0.7033 2.03 -0.02 -0.55 -0.388
C -0.3731 1.0707 -0.8295 -2.38 -2.07 3.88 -0.882
C -0.1500 -0.1788 0.0379 0.42 -0.21 -0.04 0.310
C -1.1214 -1.3796 0.3515 -0.40 1.64 -4.27 -1.266
N 2.0384 -0.6876 -0.2906 -0.13 0.87 2.45 -0.245
O 2.7032 0.1769 0.4919 -1.11 -1.20 -1.67 -0.562
H 1.0995 1.3237 0.9161 -1.55 -0.11 0.06 0.190
H -0.7892 1.5849 1.4026 0.83 -0.55 -0.86 0.282
H -1.4340 1.2668 -0.8275 -0.57 0.44 -1.00 0.276
H 0.1454 1.2260 -1.7107 1.43 0.72 -1.24 0.272
H -2.2147 -1.2056 0.5061 0.50 0.71 0.12 0.301
H -0.8153 -1.9781 1.1316 1.07 -1.27 1.71 0.334
H -1.1577 -2.0012 -0.6215 0.30 0.52 1.47 0.221
H 2.0979 -0.3440 -1.2613 -0.43 0.52 -0.07 0.157
```
Forces are in eV/Å.

# 9
Below is 2 unconnected molecules or ions with the total composition C4H8NO, with properties calculated with ωB97M-V/def2-TZVPD.

total charge: -1
ΔE to the lowest compared entry with this formula, charge and spin: 0.0 kcal/mol
HOMO energy (alpha / beta): -0.05574 / -0.08606 hartree
spin multiplicity: 3

XYZ file:
```
14
Properties=species:S:1:pos:R:3:forces:R:3:lowdin_spin:R:1
C 2.9624 -0.4761 -0.2219 1.58 -0.25 0.06 0.158
C 1.6485 -0.3258 -0.0983 -2.85 0.68 -0.02 0.058
C 0.8189 -1.6084 0.1659 3.46 -0.44 -0.24 0.008
C -1.7361 2.8316 0.6283 -1.66 -0.01 -0.71 0.790
N 0.8016 0.7813 -0.3677 -0.40 -1.82 0.55 0.357
O 1.1977 1.9688 -0.1469 1.15 0.69 -0.08 0.394
H 3.5904 0.3551 -0.4497 0.31 0.55 -0.14 0.015
H 3.4693 -1.4544 -0.1624 -0.45 0.45 0.13 0.018
H 1.2500 -2.1910 -0.6913 -1.52 -0.32 0.47 0.003
H -0.2625 -1.5174 0.2612 0.35 -0.01 -0.09 0.000
H 1.4015 -2.0786 1.0316 -1.54 0.42 -0.63 -0.001
H -0.8095 2.5028 0.3371 2.06 -0.84 -0.98 0.061
H -2.6270 2.6822 0.0492 -0.14 -0.06 -0.19 0.066
H -1.8148 3.2676 1.5584 -0.36 0.95 1.88 0.073
```
Forces are in eV/Å.

# 10
Below is 2 unconnected molecules or ions with the total composition C4H8NO, with properties calculated with ωB97M-V/def2-TZVPD.

total charge: -1
ΔE to the lowest compared entry with this formula, charge and spin: 35.6 kcal/mol
HOMO energy (alpha / beta): -0.01267 / -0.10691 hartree
spin multiplicity: 3

XYZ file:
```
14
Properties=species:S:1:pos:R:3:forces:R:3:lowdin_spin:R:1
C 0.8563 0.7868 -0.4306 2.14 0.27 0.07 0.050
C 0.0735 0.1573 0.4122 0.80 0.23 -0.79 0.463
C 2.3002 1.2981 -0.0808 -0.99 0.44 2.05 0.024
C -1.9264 -1.6824 -0.1096 -1.02 1.13 0.95 0.074
N -1.8135 -0.1747 -0.3451 -2.50 -1.54 1.59 0.759
O -2.7210 0.4673 0.3904 1.11 -0.73 -1.48 0.528
H 0.7105 0.7997 -1.4953 -0.48 0.13 -0.60 0.009
H 0.4541 0.1998 1.3964 0.04 -0.16 1.80 0.050
H 2.3484 2.4204 -0.0027 0.06 -0.76 -0.65 0.006
H 2.5866 1.0118 1.0230 -0.32 -0.01 -2.19 0.002
H 2.9769 0.9026 -0.8501 0.25 0.26 0.50 0.002
H -1.9360 -1.7638 1.0150 0.06 -0.12 -0.88 0.019
H -2.8570 -2.2036 -0.4666 0.56 0.70 0.00 0.009
H -1.0527 -2.2191 -0.4560 0.30 0.16 -0.35 0.005
```
Forces are in eV/Å.